[1]
Below is a molecular structure, C21H28As2NO3STi at a distorted geometry, with properties calculated with ωB97M-V/def2-TZVPD.

Structure (XYZ):
```
57
C21H28As2NO3STi (ωB97M-V/def2-TZVPD)
Ti 0.959 -0.018 0.192
C -1.580 2.907 0.706
As -1.046 1.146 1.253
C -0.767 1.247 3.150
C -2.519 -0.037 0.968
C -3.728 0.301 1.569
C -4.827 -0.534 1.425
C -4.721 -1.705 0.687
C -3.517 -2.043 0.084
C -2.411 -1.210 0.221
As -0.790 -1.733 -0.662
C -0.420 -3.534 -0.104
C -1.212 -1.875 -2.529
H -2.143 3.314 1.544
H -2.202 2.833 -0.179
H -0.713 3.534 0.511
H -1.718 1.552 3.583
H -0.005 1.993 3.360
H -0.479 0.274 3.536
H -3.833 1.208 2.151
H -5.767 -0.270 1.892
H -5.577 -2.358 0.578
H -3.462 -2.962 -0.488
H -1.219 -4.153 -0.507
H -0.407 -3.585 0.980
H 0.532 -3.861 -0.514
H -2.088 -2.520 -2.568
H -0.379 -2.340 -3.051
H -1.441 -0.909 -2.967
C 4.658 -0.954 1.826
C 3.355 -1.603 1.445
C 3.267 -3.078 1.776
O 3.027 -1.325 -0.006
C 2.107 -0.821 1.833
O 0.966 -1.360 1.675
O 2.101 0.463 1.669
H 5.462 -1.393 1.235
H 4.877 -1.166 2.874
H 4.651 0.125 1.682
H 4.258 -3.527 1.747
H 2.617 -3.601 1.077
H 2.866 -3.227 2.779
H 3.634 -1.812 -0.581
S 3.137 3.149 -1.977
C 2.845 1.789 -1.088
N 1.587 1.307 -1.136
C 0.791 2.104 -2.010
C -0.539 1.896 -2.357
C -1.127 2.788 -3.232
C -0.409 3.869 -3.765
C 0.915 4.075 -3.435
C 1.500 3.171 -2.548
H 3.619 1.319 -0.497
H -1.107 1.057 -1.972
H -2.159 2.647 -3.526
H -0.897 4.547 -4.454
H 1.475 4.900 -3.855
```

The calculation puts the lowest unoccupied orbital energy at -11.2 eV. As for the total charge: +3. The calculation puts the electronic energy at -6815.7499 Ha. The energy above the lowest of the compared OMol25 structures with the same formula, charge and spin comes out at 13.77 kcal/mol.

Results of the Mulliken charge analysis, in e, for atoms 1 through 2: Ti -0.38; C -1.16


[2]
Below is 7 unconnected molecules or ions with the total composition C54H120BF4N6 at a distorted geometry, with properties calculated with ωB97M-V/def2-TZVPD.

Structure (XYZ):
```
185
C54H120BF4N6 (ωB97M-V/def2-TZVPD)
C -11.822 -21.347 15.287
C -11.925 -19.831 14.977
C -12.062 -19.077 16.381
N -11.897 -17.515 16.277
C -10.529 -17.113 15.768
C -9.432 -17.519 16.796
C -9.816 -16.775 18.103
C -11.162 -17.283 18.650
C -12.203 -16.969 17.653
C -12.922 -16.940 15.233
H -12.237 -21.618 16.258
H -10.750 -21.480 15.427
H -12.429 -21.880 14.554
H -12.781 -19.572 14.354
H -11.036 -19.532 14.422
H -11.374 -19.450 17.140
H -13.095 -19.040 16.724
H -10.409 -17.578 14.790
H -10.445 -16.054 15.521
H -9.381 -18.585 17.015
H -8.458 -17.116 16.519
H -9.004 -16.947 18.809
H -9.888 -15.695 17.974
H -11.098 -18.313 19.003
H -11.348 -16.716 19.562
H -13.212 -17.240 17.965
H -12.065 -15.914 17.416
H -12.839 -15.857 15.318
H -13.929 -17.283 15.468
H -12.525 -17.306 14.286
C -9.667 -21.554 17.998
C -9.111 -20.829 19.235
C -7.606 -21.039 19.385
N -7.017 -20.232 20.569
C -7.495 -20.854 21.929
C -6.950 -20.017 23.176
C -5.395 -19.923 23.162
C -4.924 -19.445 21.753
C -5.487 -20.259 20.535
C -7.365 -18.728 20.419
H -10.746 -21.407 17.956
H -9.431 -22.619 17.992
H -9.278 -21.092 17.091
H -9.669 -21.176 20.104
H -9.393 -19.780 19.143
H -7.058 -20.631 18.536
H -7.322 -22.087 19.478
H -7.215 -21.902 22.032
H -8.583 -20.873 21.869
H -7.110 -20.486 24.146
H -7.444 -19.048 23.110
H -4.975 -20.870 23.499
H -4.936 -19.295 23.926
H -3.866 -19.706 21.768
H -4.932 -18.365 21.603
H -5.225 -21.317 20.526
H -5.217 -19.838 19.566
H -6.955 -18.130 21.233
H -8.439 -18.577 20.532
H -7.004 -18.345 19.465
C -9.058 -15.812 22.045
C -7.868 -15.103 21.379
C -8.294 -13.764 20.772
N -7.335 -12.929 19.882
C -7.873 -11.541 19.505
C -7.780 -10.543 20.703
C -6.309 -10.394 21.247
C -5.981 -11.808 21.727
C -5.928 -12.823 20.568
C -7.023 -13.867 18.593
H -9.479 -15.081 22.735
H -8.867 -16.693 22.659
H -9.798 -16.101 21.299
H -7.508 -15.742 20.572
H -6.980 -14.950 21.993
H -8.775 -13.119 21.508
H -9.147 -13.988 20.132
H -8.900 -11.632 19.151
H -7.230 -11.257 18.672
H -8.491 -10.838 21.474
H -8.104 -9.558 20.367
H -6.138 -9.704 22.074
H -5.584 -10.070 20.500
H -6.587 -12.202 22.543
H -5.032 -11.786 22.263
H -5.501 -13.803 20.783
H -5.296 -12.321 19.835
H -6.527 -13.309 17.799
H -8.020 -14.178 18.283
H -6.439 -14.749 18.859
C -6.053 -22.401 9.594
C -6.971 -21.263 10.226
C -6.227 -20.428 11.247
N -7.083 -19.298 11.982
C -6.184 -18.542 12.953
C -5.770 -19.326 14.222
C -7.009 -19.923 14.899
C -7.861 -20.677 13.862
C -8.281 -19.758 12.765
C -7.484 -18.254 10.923
H -5.066 -21.951 9.485
H -6.507 -22.737 8.662
H -5.981 -23.243 10.282
H -7.805 -21.755 10.726
H -7.332 -20.648 9.401
H -5.363 -19.912 10.829
H -5.702 -21.086 11.939
H -5.289 -18.326 12.371
H -6.608 -17.566 13.187
H -5.011 -20.095 14.078
H -5.344 -18.628 14.943
H -6.635 -20.618 15.651
H -7.544 -19.128 15.418
H -7.289 -21.496 13.426
H -8.681 -21.066 14.466
H -8.915 -20.231 12.015
H -8.834 -18.931 13.212
H -7.813 -17.285 11.298
H -8.324 -18.723 10.411
H -6.643 -18.136 10.239
C 1.057 -22.940 12.869
C 0.597 -21.503 13.188
C 0.118 -20.773 11.896
N -0.424 -19.323 12.112
C -1.732 -19.260 12.955
C -2.077 -17.821 13.427
C -0.838 -17.003 13.955
C 0.308 -17.042 12.990
C 0.737 -18.467 12.683
C -0.846 -18.805 10.672
H 0.984 -23.705 13.642
H 2.063 -22.843 12.462
H 0.354 -23.392 12.170
H 1.271 -21.005 13.884
H -0.299 -21.737 13.762
H -0.728 -21.261 11.414
H 0.872 -20.721 11.111
H -1.551 -19.773 13.899
H -2.504 -19.941 12.597
H -2.865 -17.786 14.179
H -2.500 -17.276 12.583
H -0.344 -17.407 14.838
H -1.300 -16.031 14.127
H 1.152 -16.584 13.506
H 0.143 -16.392 12.131
H 1.076 -18.990 13.577
H 1.565 -18.586 11.985
H -1.509 -19.550 10.231
H 0.080 -18.611 10.131
H -1.344 -17.851 10.843
C -1.038 -25.958 15.144
C -1.504 -25.132 16.382
C -1.533 -23.649 15.891
N -2.307 -22.724 16.851
C -1.666 -22.690 18.250
C -2.182 -21.488 19.148
C -2.017 -20.156 18.444
C -2.688 -20.183 17.068
C -2.094 -21.304 16.165
C -3.848 -22.942 16.839
H -1.093 -27.020 15.383
H -0.005 -25.727 14.881
H -1.723 -25.823 14.307
H -0.779 -25.256 17.186
H -2.502 -25.451 16.681
H -2.082 -23.530 14.957
H -0.512 -23.297 15.739
H -0.589 -22.637 18.087
H -1.930 -23.667 18.653
H -1.667 -21.448 20.108
H -3.196 -21.755 19.445
H -0.967 -19.950 18.233
H -2.416 -19.312 19.006
H -2.414 -19.287 16.511
H -3.766 -20.023 17.054
H -1.006 -21.255 16.126
H -2.386 -21.344 15.115
H -4.273 -23.005 15.837
H -4.291 -22.119 17.401
H -4.113 -23.914 17.254
B -5.028 -17.627 17.687
F -5.794 -18.803 17.506
F -5.856 -16.601 17.818
F -4.453 -17.689 18.931
F -4.104 -17.461 16.740
```

The calculation puts the lowest unoccupied orbital energy at -9.5 eV. As for the total charge: +5. The calculation puts the electronic energy at -2880.7816 Ha. The energy above the lowest of the compared OMol25 structures with the same formula, charge and spin comes out at 100.14 kcal/mol.

Results of the Mulliken charge analysis, in e, for atoms 1 through 2: C -1.24; C 0.27


[3]
Below is a molecular structure, C52H40GaN2OP2S2, with properties calculated with ωB97M-V/def2-TZVPD.

Structure (XYZ):
```
100
C52H40GaN2OP2S2 (ωB97M-V/def2-TZVPD)
Ga -1.158 -0.566 -1.430
C -0.637 3.453 0.034
C -1.278 4.216 -0.925
C -1.837 3.579 -2.025
C -1.753 2.203 -2.126
N -1.134 1.472 -1.179
C -0.581 2.083 -0.133
C -2.346 1.431 -3.232
C -2.899 1.976 -4.379
C -3.441 1.119 -5.324
C -3.418 -0.249 -5.102
C -2.834 -0.719 -3.941
N -2.316 0.110 -3.039
H -0.181 3.892 0.911
H -1.345 5.291 -0.826
H -2.351 4.144 -2.788
H -0.081 1.444 0.582
H -2.902 3.044 -4.544
H -3.878 1.516 -6.231
H -3.836 -0.941 -5.819
H -2.766 -1.771 -3.702
O 1.380 0.976 1.963
C 1.250 0.381 3.197
C 2.282 0.281 4.120
C 2.033 -0.273 5.365
C 0.761 -0.723 5.692
C -0.239 -0.675 4.736
C -0.015 -0.149 3.461
P -1.238 -0.364 2.103
C -2.364 1.048 2.285
C -2.117 2.117 3.143
C -2.935 3.241 3.118
C -4.008 3.303 2.243
C -4.268 2.238 1.389
C -3.448 1.121 1.404
C -2.161 -1.794 2.735
C -3.420 -1.712 3.320
C -4.042 -2.857 3.799
C -3.406 -4.086 3.711
C -2.148 -4.174 3.129
C -1.536 -3.036 2.629
C 2.515 1.656 1.579
C 3.079 2.634 2.393
C 4.214 3.302 1.973
C 4.784 3.000 0.739
C 4.178 2.068 -0.082
C 3.019 1.391 0.310
P 2.096 0.310 -0.850
C 3.323 -0.961 -1.254
C 4.337 -0.799 -2.194
C 5.241 -1.828 -2.426
C 5.141 -3.017 -1.716
C 4.133 -3.183 -0.775
C 3.221 -2.164 -0.555
C 1.986 1.386 -2.317
C 1.843 2.770 -2.197
C 1.514 3.548 -3.299
C 1.328 2.960 -4.542
C 1.482 1.587 -4.677
C 1.805 0.806 -3.576
H 3.273 0.631 3.869
H 2.843 -0.346 6.081
H 0.557 -1.135 6.671
H -1.213 -1.084 4.971
H -1.284 2.071 3.833
H -2.736 4.063 3.794
H -4.650 4.176 2.231
H -5.116 2.275 0.715
H -3.656 0.289 0.735
H -3.921 -0.755 3.413
H -5.023 -2.783 4.253
H -3.891 -4.976 4.093
H -1.646 -5.131 3.052
H -0.562 -3.112 2.156
H 2.626 2.849 3.353
H 4.657 4.056 2.611
H 5.685 3.505 0.415
H 4.597 1.863 -1.060
H 4.427 0.127 -2.752
H 6.024 -1.697 -3.162
H 5.847 -3.817 -1.900
H 4.047 -4.112 -0.226
H 2.411 -2.306 0.153
H 1.997 3.251 -1.238
H 1.417 4.621 -3.184
H 1.086 3.569 -5.404
H 1.363 1.118 -5.647
H 1.931 -0.262 -3.699
S -2.589 -2.127 -0.695
C -1.468 -3.481 -0.926
C -1.772 -4.684 -0.294
C -0.945 -5.786 -0.433
C 0.216 -5.690 -1.187
C 0.535 -4.495 -1.812
C -0.307 -3.391 -1.706
S 0.163 -1.936 -2.609
H -2.670 -4.745 0.309
H -1.203 -6.718 0.055
H 0.874 -6.543 -1.291
H 1.445 -4.409 -2.394
```

The calculation puts the lowest unoccupied orbital energy at -3.5 eV. As for the total charge: +1. The calculation puts the electronic energy at -5594.1192 Ha. The energy above the lowest of the compared OMol25 structures with the same formula, charge and spin comes out at 0.00 kcal/mol.

Results of the Mulliken charge analysis, in e, for atoms 1 through 2: Ga -0.19; C -1.57


Which value of lowest unoccupied orbital energy does entry 1 give? -11.2 eV